{
  "formula": "C58H65N4O4ReSSi2",
  "method": "ωB97M-V/def2-TZVPD",
  "total_energy_ev": -104068.5521,
  "s_squared": 0.76,
  "multiplicity": 2,
  "homo_lumo_gap_ev": [7.201, 6.923],
  "e_above_lowest_ev": 0.0000,
  "total_charge": 1,
  "species": ["Re", "C", "C", "C", "O", "C", "C", "O", "C", "O", "C", "C", "C", "C", "C", "C", "C", "C", "C", "C", "C", "C", "C", "O", "C", "C", "C", "C", "C", "C", "C", "C", "C", "C", "C", "C", "H", "H", "H", "H", "H", "H", "H", "H", "H", "H", "H", "H", "H", "H", "H", "H", "H", "H", "H", "H", "H", "H", "H", "H", "H", "H", "H", "H", "C", "Si", "C", "C", "C", "C", "C", "C", "C", "C", "N", "Si", "C", "C", "C", "H", "H", "H", "H", "H", "H", "H", "H", "H", "H", "H", "H", "H", "H", "H", "H", "H", "H", "H", "H", "H", "H", "N", "C", "C", "N", "C", "H", "H", "H", "H", "N", "S", "C", "C", "C", "C", "C", "C", "C", "C", "C", "C", "C", "C", "H", "H", "H", "H", "H", "H", "H", "H", "H", "H", "H"],
  "positions_angstrom": [[0.83263, 0.49814, 0.19990], [-5.68734, 0.52015, 1.27003], [-4.77059, -0.61060, 0.84898], [-5.51739, -1.90783, 0.62975], [-3.74871, -0.83305, 1.82358], [-2.46523, -0.54975, 1.30237], [-2.73350, 0.02094, -0.08700], [-4.09609, -0.24063, -0.34630], [-1.90522, -0.59380, -1.21842], [-0.54614, -0.25273, -1.02660], [-2.06733, -2.11571, -1.22520], [-3.16377, -2.73132, -1.82536], [-3.30202, -4.11151, -1.79842], [-2.35179, -4.90222, -1.16608], [-1.26548, -4.29765, -0.55092], [-1.13216, -2.91616, -0.58336], [-2.33460, -0.00559, -2.57302], [-1.99809, -0.67432, -3.74825], [-2.33831, -0.16669, -4.99229], [-3.02455, 1.03505, -5.08947], [-3.37389, 1.70995, -3.92955], [-3.03710, 1.19156, -2.68539], [-1.69444, 0.38984, 2.26202], [-0.41000, 0.69021, 1.66483], [-2.50609, 1.66751, 2.51339], [-2.31665, 2.81124, 1.75552], [-3.08438, 3.95109, 1.96650], [-4.05951, 3.96072, 2.94964], [-4.25980, 2.81974, 3.71596], [-3.49646, 1.68589, 3.49865], [-1.50958, -0.29432, 3.62421], [-1.88269, -1.61106, 3.86523], [-1.78836, -2.15201, 5.14277], [-1.32608, -1.38403, 6.19810], [-0.95173, -0.06519, 5.96845], [-1.04822, 0.46885, 4.69573], [-6.10793, 0.31995, 2.25537], [-6.49920, 0.60992, 0.54781], [-5.13979, 1.46016, 1.30362], [-6.04864, -2.18009, 1.54163], [-4.81672, -2.70172, 0.37520], [-6.23909, -1.79164, -0.17902], [-1.88075, -1.46976, 1.22963], [-2.53525, 1.09650, -0.08359], [-3.91501, -2.12699, -2.31632], [-4.15911, -4.57191, -2.27315], [-2.46392, -5.97831, -1.14606], [-0.52362, -4.89671, -0.03677], [-0.30135, -2.44198, -0.08588], [-1.48456, -1.62704, -3.68870], [-2.07713, -0.71661, -5.88755], [-3.30194, 1.43074, -6.05795], [-3.94157, 2.63084, -3.98904], [-3.37387, 1.71744, -1.80198], [-1.54868, 2.80441, 1.00140], [-2.90855, 4.83603, 1.36747], [-4.65662, 4.84661, 3.12175], [-5.01960, 2.81080, 4.48671], [-3.67683, 0.80643, 4.09971], [-2.28084, -2.23057, 3.07486], [-2.09635, -3.17582, 5.31066], [-1.26288, -1.80499, 7.19299], [-0.60390, 0.55224, 6.78703], [-0.80653, 1.51118, 4.53655], [4.60637, -2.56880, 2.21854], [3.50299, -1.78972, 0.91942], [2.27921, -3.10043, 0.41221], [4.71173, -1.42190, -0.47459], [2.59330, -0.19262, 1.44343], [3.34881, 1.00256, 1.03381], [4.68948, 1.36424, 1.18799], [5.12274, 2.54659, 0.62700], [4.23052, 3.34191, -0.09597], [2.92359, 2.93228, -0.21785], [2.49953, 1.80069, 0.36860], [2.35580, -0.04046, 3.33290], [1.45012, -1.57569, 3.84051], [1.68984, 1.67580, 3.68340], [3.97823, -0.00762, 4.28056], [5.08739, -3.43453, 1.75291], [4.06912, -2.92651, 3.09541], [5.39992, -1.89987, 2.55345], [2.80403, -3.97678, 0.02207], [1.60705, -2.73763, -0.36359], [1.67238, -3.41492, 1.26459], [4.83245, -2.31011, -1.10163], [5.69339, -1.17557, -0.06450], [4.41593, -0.59974, -1.12068], [5.36150, 0.70821, 1.72295], [6.15666, 2.85034, 0.72908], [4.54918, 4.26215, -0.56340], [2.19759, 3.49273, -0.78554], [0.58691, -1.75155, 3.20583], [1.10794, -1.54121, 4.87481], [2.12572, -2.42696, 3.74216], [0.79930, 1.92380, 3.11114], [2.48089, 2.39359, 3.44260], [1.46336, 1.79171, 4.74537], [4.50135, -0.95986, 4.30095], [3.73285, 0.25001, 5.31556], [4.66466, 0.76151, 3.92211], [-1.36283, 4.85257, -1.29594], [-0.70430, 5.29502, -0.17444], [0.03331, 4.23672, 0.25182], [-0.15433, 3.15553, -0.58802], [-0.99969, 3.56693, -1.50475], [-2.00274, 5.38601, -1.85967], [-0.82539, 6.29009, 0.21473], [0.66797, 4.17108, 1.12058], [-1.38086, 2.97405, -2.31997], [1.92525, 0.08887, -1.44945], [1.43477, -0.90927, -2.66368], [1.11947, 0.21185, -4.02353], [1.23964, -0.23679, -5.33198], [0.96574, 0.64462, -6.36472], [0.56928, 1.94678, -6.08652], [0.43758, 2.37102, -4.77300], [0.71168, 1.50011, -3.72744], [2.93034, -1.67810, -3.22131], [3.99846, -0.95127, -3.73480], [5.13157, -1.62982, -4.14065], [5.18653, -3.01844, -4.03943], [4.11042, -3.73278, -3.53805], [2.96686, -3.06018, -3.12212], [2.77833, 0.57791, -1.70358], [1.55125, -1.25109, -5.54638], [1.06522, 0.31385, -7.38983], [0.35822, 2.62962, -6.89861], [0.12109, 3.38368, -4.55768], [0.60427, 1.81123, -2.69802], [3.94134, 0.12623, -3.83636], [5.97258, -1.08062, -4.54127], [6.07658, -3.54294, -4.36022], [4.15459, -4.81106, -3.47000], [2.11687, -3.60093, -2.72366]],
  "mulliken_charge": [2.17, -1.68, 0.92, -1.73, -0.21, -0.66, -0.12, -0.30, 0.77, 0.82, 0.41, -0.02, -0.89, -0.99, -0.68, 0.12, 0.08, 0.09, -0.99, -0.90, -0.84, -0.78, 1.65, -0.59, 0.29, 0.64, -0.78, -0.98, -1.03, 0.09, -0.13, -0.18, -0.96, -0.80, -1.32, 0.34, 0.35, 0.46, 0.25, 0.42, 0.34, 0.36, 0.85, 0.36, 0.57, 0.49, 0.45, 0.54, -0.50, 0.62, 0.49, 0.45, 0.51, 0.65, -1.04, 0.35, 0.41, 0.44, 0.54, 0.45, 0.43, 0.40, 0.44, 0.89, -1.25, -0.15, -0.19, -0.69, 2.10, -1.66, -0.32, -1.14, -1.53, -0.28, 0.28, 0.15, -0.36, -0.41, -1.27, 0.41, 0.34, 0.34, 0.58, -0.60, 0.40, 0.32, 0.54, 0.06, 0.73, 0.49, 0.52, 0.47, -0.24, 0.39, 0.47, -0.52, 0.50, 0.66, 0.41, 0.43, 0.32, 0.09, -1.26, -0.17, 0.52, -0.96, 0.24, 0.42, 0.48, 0.29, -1.52, 1.18, 0.25, -0.50, -0.80, -0.71, -0.66, -0.41, 0.32, -0.24, -0.82, -0.50, -0.88, -0.31, 0.55, 0.54, 0.46, 0.43, 0.49, -0.03, 0.51, 0.44, 0.42, 0.46, 0.53]
}